No. 1
The following is a DFT calculation (wB97M-V/def2-TZVPD) of a structure of composition C3H4N2O3.

```
12
Properties=species:S:1:pos:R:3:forces:R:3
C 1.569 -0.254 0.441 -0.626 0.865 3.193
C -1.775 -0.529 -0.008 -3.781 -0.181 3.173
C -0.671 1.063 -0.514 4.585 4.079 -1.867
H 0.734 -0.919 0.852 1.786 0.536 0.226
H 2.636 -0.571 0.695 -1.589 -0.498 -1.409
H 1.606 0.736 1.102 -0.827 -1.453 -1.958
H -2.535 -1.068 0.805 2.160 0.476 -3.100
N -0.125 -0.040 -1.178 1.858 1.607 -1.863
N -1.804 0.775 0.068 -2.209 -2.816 1.477
O 1.218 -0.152 -0.942 1.303 -0.603 -0.427
O -0.871 -1.101 -0.819 -1.467 -2.213 2.266
O 0.020 2.060 -0.502 -1.193 0.201 0.288
```
Forces are in eV/Å.

Results
orbital gap	10.06	eV
relative energy (zero: lowest compared OMol25 entry of this formula, charge and spin)	5.8879	eV
LUMO	-0.237	eV

***

No. 2
The following is a DFT calculation (wB97M-V/def2-TZVPD) of an isolated molecule of C3H4N2O3.

```
12
Properties=species:S:1:pos:R:3:forces:R:3
O -2.886 -0.934 0.347 0.334 1.415 -0.624
C -2.656 0.108 -0.189 0.301 -0.743 -0.106
O -1.532 0.923 0.015 -0.397 1.015 0.213
C -0.255 0.592 0.237 2.310 0.171 -0.090
N 0.789 1.371 0.397 -3.391 0.135 0.193
N 1.864 0.657 -0.064 -0.566 -2.217 -1.613
C 1.435 -0.764 -0.075 2.443 -0.952 1.954
O 0.036 -0.696 -0.090 0.056 -0.254 -0.354
H -3.262 0.634 -0.989 0.449 -0.530 1.062
H 2.734 0.706 0.402 0.515 0.912 0.986
H 1.839 -1.337 -0.940 -0.493 0.434 0.550
H 1.895 -1.260 0.950 -1.560 0.613 -2.172
```
Forces are in eV/Å.

Results
orbital gap	9.02	eV
relative energy (zero: lowest compared OMol25 entry of this formula, charge and spin)	3.2148	eV
LUMO	0.814	eV

***

Repeat the first record exactly.
The following is a DFT calculation (wB97M-V/def2-TZVPD) of a structure of composition C3H4N2O3.

```
12
Properties=species:S:1:pos:R:3:forces:R:3
C 1.569 -0.254 0.441 -0.626 0.865 3.193
C -1.775 -0.529 -0.008 -3.781 -0.181 3.173
C -0.671 1.063 -0.514 4.585 4.079 -1.867
H 0.734 -0.919 0.852 1.786 0.536 0.226
H 2.636 -0.571 0.695 -1.589 -0.498 -1.409
H 1.606 0.736 1.102 -0.827 -1.453 -1.958
H -2.535 -1.068 0.805 2.160 0.476 -3.100
N -0.125 -0.040 -1.178 1.858 1.607 -1.863
N -1.804 0.775 0.068 -2.209 -2.816 1.477
O 1.218 -0.152 -0.942 1.303 -0.603 -0.427
O -0.871 -1.101 -0.819 -1.467 -2.213 2.266
O 0.020 2.060 -0.502 -1.193 0.201 0.288
```
Forces are in eV/Å.

Results
orbital gap	10.06	eV
relative energy (zero: lowest compared OMol25 entry of this formula, charge and spin)	5.8879	eV
LUMO	-0.237	eV